1.
The molecule C4H9O2, computed with ωB97M-V with the def2-TZVPD basis set.

2S+1: 2
Relative energy (zero: lowest compared OMol25 entry of this formula, charge and spin): 53.2 kJ/mol
Kohn-Sham gap (alpha / beta): 10.97 / 8.04 eV
<S²>: 0.7542
E_tot: -308.19294 Ha
E_HOMO (alpha / beta): -0.3689 / -0.3684 Eh
Strongest force on any atom: 2.35 eV/Å

CARTESIAN COORDINATES (ANGSTROEM)
1 C 1.808 -0.519 -0.439
2 O 1.943 0.346 -1.466
3 C 0.422 -0.629 0.252
4 C -0.508 0.601 0.017
5 C -1.808 0.306 0.752
6 O -0.734 0.956 -1.341
7 H 2.500 -0.152 0.349
8 H 2.180 -1.515 -0.718
9 H -0.083 -1.466 -0.246
10 H 0.495 -0.869 1.307
11 H 0.049 1.423 0.477
12 H -2.363 1.222 0.945
13 H -1.568 -0.215 1.673
14 H -2.451 -0.326 0.139
15 H 0.119 0.836 -1.701



2.
A cluster of 2 separate species, C4H9O2P in total, computed with ωB97M-V with the def2-TZVPD basis set.

Relative energy (zero: lowest compared OMol25 entry of this formula, charge and spin): 358.0 kJ/mol
Kohn-Sham gap: 9.47 eV
E_tot: -649.55554 Ha
E_HOMO: -0.3235 Eh
Strongest force on any atom: 1.15 eV/Å

CARTESIAN COORDINATES (ANGSTROEM)
1 C -1.291 -2.370 1.675
2 C -1.450 -1.232 2.039
3 P -1.662 0.467 2.574
4 O -0.558 0.535 3.808
5 H -0.996 -3.319 1.292
6 H -1.043 1.110 1.482
7 H -0.017 -0.261 3.853
8 C 0.865 0.498 -2.768
9 C 1.083 0.805 -1.298
10 O -0.133 0.739 -0.556
11 H 0.144 1.195 -3.197
12 H 1.799 0.571 -3.327
13 H 0.464 -0.510 -2.896
14 H 1.466 1.817 -1.172
15 H 1.810 0.110 -0.866
16 H -0.483 -0.154 -0.641



3.
The molecule C4H9O2P, computed with ωB97M-V with the def2-TZVPD basis set.

Relative energy (zero: lowest compared OMol25 entry of this formula, charge and spin): 624.9 kJ/mol
Kohn-Sham gap (alpha / beta): 8.07 / 7.75 eV
E_tot: -649.45389 Ha
E_HOMO (alpha / beta): -0.2804 / -0.2772 Eh
Strongest force on any atom: 3.64 eV/Å

CARTESIAN COORDINATES (ANGSTROEM)
1 C -0.205 -0.395 -0.560
2 C 2.115 -0.214 -0.647
3 C -2.222 0.954 0.386
4 C -1.295 -0.198 0.525
5 O 0.956 -0.332 -0.060
6 O -2.169 -1.323 0.536
7 P 3.422 -0.205 0.491
8 H -0.352 -0.116 -1.697
9 H 2.095 -0.148 -1.696
10 H -2.648 0.927 -0.549
11 H -1.726 1.879 0.520
12 H -2.906 0.724 1.157
13 H -0.691 -0.322 1.517
14 H -2.735 -1.637 -0.221
15 H 3.898 1.168 0.557
16 H 4.464 -0.763 -0.259



4.
A cluster of 2 separate species, C4H9O2P in total, computed with ωB97M-V with the def2-TZVPD basis set.

Relative energy (zero: lowest compared OMol25 entry of this formula, charge and spin): 348.1 kJ/mol
Kohn-Sham gap: 10.09 eV
E_tot: -649.55931 Ha
E_HOMO: -0.3434 Eh
Strongest force on any atom: 3.93 eV/Å

CARTESIAN COORDINATES (ANGSTROEM)
1 O 0.129 -1.901 -0.804
2 C -0.936 -1.349 -0.568
3 O -1.535 -0.647 -1.552
4 P -2.150 -1.898 0.811
5 H -0.881 -0.548 -2.315
6 H -1.246 -1.433 1.887
7 H -2.832 -0.775 0.728
8 C -0.066 0.448 0.935
9 C 0.531 1.239 0.016
10 C 2.023 1.157 -0.335
11 H 0.656 -0.001 1.594
12 H -0.987 0.635 1.409
13 H -0.029 1.913 -0.612
14 H 2.155 0.349 -1.042
15 H 2.529 1.988 -0.718
16 H 2.640 0.824 0.567



5.
The molecule C4H9O2P, computed with ωB97M-V with the def2-TZVPD basis set.

Relative energy (zero: lowest compared OMol25 entry of this formula, charge and spin): 319.2 kJ/mol
Kohn-Sham gap: 10.13 eV
E_tot: -649.57032 Ha
E_HOMO: -0.3367 Eh
Strongest force on any atom: 3.47 eV/Å

CARTESIAN COORDINATES (ANGSTROEM)
1 C -0.398 1.771 0.149
2 C -0.424 0.635 0.811
3 C 0.591 0.077 1.776
4 O -1.356 -0.343 0.322
5 C -0.601 -1.269 -0.373
6 P 0.324 -0.446 -1.757
7 O 1.504 0.409 -1.502
8 H 0.432 2.504 0.236
9 H -1.272 2.037 -0.496
10 H 1.391 -0.326 1.164
11 H 0.128 -0.745 2.452
12 H 0.986 0.901 2.369
13 H -1.228 -2.110 -0.612
14 H 0.263 -1.795 0.250
15 H -0.794 0.210 -2.157
16 H 0.454 -1.508 -2.630



6.
A cluster of 2 separate species, C4H9O3 in total, computed with ωB97M-V with the def2-TZVPD basis set.

Relative energy (zero: lowest compared OMol25 entry of this formula, charge and spin): 236.6 kJ/mol
Kohn-Sham gap: 6.91 eV
Charge: -1
E_tot: -383.51642 Ha
E_HOMO: -0.1117 Eh
Strongest force on any atom: 0.95 eV/Å

CARTESIAN COORDINATES (ANGSTROEM)
1 O 0.349 -1.587 2.645
2 C 0.902 -1.361 1.579
3 C 0.687 -0.181 0.719
4 C 0.132 -0.518 -0.671
5 C 0.497 0.685 -1.618
6 O 1.761 1.070 -1.465
7 H 1.655 -2.066 1.166
8 H 1.608 0.327 0.417
9 H 0.026 0.547 1.190
10 H 0.703 -1.352 -1.097
11 H -0.937 -0.775 -0.704
12 H 0.240 0.305 -2.642
13 H -0.277 1.482 -1.405
14 H -2.663 1.141 -0.135
15 H -1.979 0.894 1.221
16 O -2.703 1.390 0.798



7.
A cluster of 2 separate species, C4H9O3 in total, computed with ωB97M-V with the def2-TZVPD basis set.

Relative energy (zero: lowest compared OMol25 entry of this formula, charge and spin): 59.4 kJ/mol
Kohn-Sham gap: 8.01 eV
Charge: -1
E_tot: -383.58392 Ha
E_HOMO: -0.1542 Eh
Strongest force on any atom: 0.76 eV/Å

CARTESIAN COORDINATES (ANGSTROEM)
1 C 0.351 -0.390 -1.228
2 C -0.069 -0.925 0.125
3 C 1.059 -0.785 1.142
4 O -0.427 -2.322 -0.040
5 H -0.480 -0.462 -1.922
6 H 1.184 -0.985 -1.628
7 H 0.601 0.664 -1.120
8 H -0.941 -0.348 0.431
9 H 1.460 0.225 1.052
10 H 1.827 -1.533 0.970
11 H 0.674 -0.850 2.166
12 H -1.125 -2.519 0.594
13 O -0.040 2.434 0.627
14 C -1.030 2.545 -0.134
15 O -1.739 1.646 -0.628
16 H -1.307 3.603 -0.408



8.
A cluster of 2 separate species, C4H9O3 in total, computed with ωB97M-V with the def2-TZVPD basis set.

Relative energy (zero: lowest compared OMol25 entry of this formula, charge and spin): 208.0 kJ/mol
Kohn-Sham gap: 6.51 eV
Charge: -1
E_tot: -383.52732 Ha
E_HOMO: -0.1204 Eh
Strongest force on any atom: 4.39 eV/Å

CARTESIAN COORDINATES (ANGSTROEM)
1 C -2.009 -0.758 -1.229
2 C -2.450 -1.713 -2.391
3 O -1.103 -1.369 -0.334
4 H -1.308 0.125 -1.484
5 H -3.110 -0.522 -0.853
6 H -3.279 -1.324 -2.993
7 H -1.456 -2.023 0.233
8 H -2.846 -2.593 -2.008
9 H -1.685 -2.041 -3.086
10 C 0.995 0.359 2.067
11 C 1.665 1.184 0.971
12 O 0.918 1.961 0.406
13 O 2.890 1.119 0.774
14 H 1.596 -0.601 2.030
15 H -0.042 0.116 1.912
16 H 1.285 0.752 2.965



9.
A cluster of 2 separate species, C4H9O3 in total, computed with ωB97M-V with the def2-TZVPD basis set.

2S+1: 2
Relative energy (zero: lowest compared OMol25 entry of this formula, charge and spin): 92.2 kJ/mol
Kohn-Sham gap (alpha / beta): 10.93 / 7.58 eV
<S²>: 0.7542
E_tot: -383.41741 Ha
E_HOMO (alpha / beta): -0.3781 / -0.3770 Eh
Strongest force on any atom: 1.94 eV/Å

CARTESIAN COORDINATES (ANGSTROEM)
1 C -0.525 -0.342 -0.796
2 O -1.736 -0.903 -1.008
3 C -0.351 0.424 0.541
4 C 1.130 0.423 0.925
5 C 1.393 1.090 2.241
6 O 1.862 2.192 2.317
7 H 0.267 -1.122 -0.881
8 H -0.319 0.283 -1.692
9 H -0.776 1.424 0.514
10 H -0.991 -0.191 1.177
11 H 1.773 0.799 0.129
12 H 1.359 -0.648 1.015
13 H 0.956 0.549 3.109
14 H -1.146 -2.910 -2.804
15 H -1.543 -1.460 -2.385
16 O -1.364 -2.052 -3.180



10.
A cluster of 2 separate species, C4H9O3 in total, computed with ωB97M-V with the def2-TZVPD basis set.

2S+1: 2
Relative energy (zero: lowest compared OMol25 entry of this formula, charge and spin): 126.5 kJ/mol
Kohn-Sham gap (alpha / beta): 10.28 / 5.47 eV
<S²>: 0.7557
E_tot: -383.40435 Ha
E_HOMO (alpha / beta): -0.3543 / -0.3517 Eh
Strongest force on any atom: 4.45 eV/Å

CARTESIAN COORDINATES (ANGSTROEM)
1 C 0.807 2.378 1.855
2 C -0.331 1.907 1.021
3 O -0.891 0.789 1.335
4 O -0.633 2.565 0.038
5 H 0.445 2.688 2.991
6 H 1.300 3.235 1.391
7 H 1.502 1.636 1.982
8 C 0.457 -1.545 -1.003
9 C -0.788 -2.043 -1.854
10 O -0.026 -1.475 0.251
11 H 1.201 -2.390 -0.973
12 H 0.835 -0.622 -1.508
13 H -0.500 -2.300 -2.922
14 H -0.371 -0.606 0.549
15 H -1.658 -1.283 -1.743
16 H -1.349 -2.934 -1.409



11.
A cluster of 2 separate species, C4H9O4 in total, computed with ωB97M-V with the def2-TZVPD basis set.

Relative energy (zero: lowest compared OMol25 entry of this formula, charge and spin): 98.8 kJ/mol
Kohn-Sham gap: 8.51 eV
Charge: -1
E_tot: -458.82984 Ha
E_HOMO: -0.1683 Eh
Strongest force on any atom: 3.32 eV/Å

CARTESIAN COORDINATES (ANGSTROEM)
1 O 0.077 1.304 1.878
2 C 0.837 0.595 1.156
3 O 2.022 0.255 1.338
4 C 0.124 0.144 -0.185
5 C 0.042 -1.372 -0.202
6 C -0.949 -1.898 -1.289
7 O 1.263 -2.000 -0.524
8 H -0.979 0.511 -0.218
9 H 0.679 0.718 -1.039
10 H -0.248 -1.753 0.835
11 H -1.447 -1.000 -1.874
12 H -1.766 -2.539 -0.871
13 H -0.352 -2.541 -1.950
14 H 1.884 -1.462 0.037
15 H 0.297 3.276 1.097
16 H -1.145 3.744 1.108
17 O -0.338 4.018 0.705



12.
A cluster of 2 separate species, C4H9OS in total, computed with ωB97M-V with the def2-TZVPD basis set.

2S+1: 2
Relative energy (zero: lowest compared OMol25 entry of this formula, charge and spin): 0.0 kJ/mol
Kohn-Sham gap (alpha / beta): 10.23 / 7.00 eV
<S²>: 0.7529
E_tot: -631.16433 Ha
E_HOMO (alpha / beta): -0.3471 / -0.3366 Eh
Strongest force on any atom: 0.33 eV/Å

CARTESIAN COORDINATES (ANGSTROEM)
1 C 1.017 -1.564 2.887
2 S 0.994 -0.627 1.368
3 H 0.829 -2.611 2.642
4 H 2.031 -1.535 3.298
5 H 0.308 -1.214 3.633
6 O -2.117 -0.902 -1.830
7 C -1.219 -0.421 -1.191
8 C -0.107 0.417 -1.742
9 C -0.296 1.878 -1.295
10 H -1.217 -0.530 -0.080
11 H -0.069 0.339 -2.826
12 H 0.836 0.058 -1.323
13 H -1.226 2.297 -1.668
14 H 0.531 2.481 -1.664
15 H -0.296 1.932 -0.207



13.
The molecule C4H9PS, computed with ωB97M-V with the def2-TZVPD basis set.

Relative energy (zero: lowest compared OMol25 entry of this formula, charge and spin): 75.3 kJ/mol
Kohn-Sham gap: 9.31 eV
E_tot: -897.31538 Ha
E_HOMO: -0.3124 Eh
Strongest force on any atom: 4.27 eV/Å

CARTESIAN COORDINATES (ANGSTROEM)
1 S 0.812 -0.549 3.107
2 P 0.439 0.350 1.422
3 C -1.292 0.427 0.664
4 C -0.967 -0.611 -0.835
5 C 0.368 -0.044 -1.289
6 C 1.323 -0.196 -0.210
7 H 0.801 1.768 1.567
8 H -1.572 1.496 0.535
9 H -2.026 -0.114 1.261
10 H -1.893 -0.446 -1.464
11 H -0.918 -1.731 -0.611
12 H 0.681 -0.716 -2.114
13 H 0.247 1.010 -1.632
14 H 1.802 -1.171 -0.036
15 H 2.195 0.525 -0.365



14.
A cluster of 2 separate species, C4H9S in total, computed with ωB97M-V with the def2-TZVPD basis set.

2S+1: 2
Relative energy (zero: lowest compared OMol25 entry of this formula, charge and spin): 37.2 kJ/mol
Kohn-Sham gap (alpha / beta): 10.33 / 7.02 eV
<S²>: 0.7528
E_tot: -555.89256 Ha
E_HOMO (alpha / beta): -0.3432 / -0.3287 Eh
Strongest force on any atom: 2.24 eV/Å

CARTESIAN COORDINATES (ANGSTROEM)
1 C -2.304 2.226 -0.331
2 S -3.505 1.127 0.438
3 H -1.270 2.027 -0.042
4 H -2.510 3.289 -0.128
5 H -2.220 2.075 -1.449
6 C 2.067 -1.290 -0.635
7 C 1.364 -1.509 0.679
8 C 0.241 -0.828 0.931
9 H 3.149 -1.204 -0.393
10 H 1.702 -0.352 -1.081
11 H 1.931 -2.090 -1.382
12 H 1.747 -2.353 1.268
13 H -0.114 -0.808 1.977
14 H -0.279 -0.310 0.148



15.
A structure of composition C4HBrS, computed with ωB97M-V with the def2-TZVPD basis set.

Relative energy (zero: lowest compared OMol25 entry of this formula, charge and spin): 0.0 kJ/mol
Kohn-Sham gap: 7.49 eV
E_tot: -3125.04938 Ha
E_HOMO: -0.3314 Eh
Strongest force on any atom: 4.10 eV/Å

CARTESIAN COORDINATES (ANGSTROEM)
1 C -0.760 -0.484 1.084
2 C -1.195 -1.461 0.397
3 C 0.111 0.489 0.741
4 C 0.287 0.260 -0.644
5 S -0.535 -1.219 -1.156
6 Br 1.477 1.123 -1.779
7 H 0.614 1.291 1.356



16.
A cluster of 2 separate species, C4HCl4N in total, computed with ωB97M-V with the def2-TZVPD basis set.

Relative energy (zero: lowest compared OMol25 entry of this formula, charge and spin): 0.0 kJ/mol
Kohn-Sham gap (alpha / beta): 7.70 / 8.09 eV
E_tot: -2048.38183 Ha
E_HOMO (alpha / beta): -0.3474 / -0.3608 Eh
Strongest force on any atom: 1.57 eV/Å

CARTESIAN COORDINATES (ANGSTROEM)
1 C -1.140 0.971 0.903
2 C -1.776 -0.887 -1.330
3 C -1.614 -1.119 -2.600
4 C -0.082 0.655 0.086
5 N -2.058 1.172 1.573
6 Cl -2.990 -1.183 -0.250
7 Cl -2.797 -2.030 -3.544
8 Cl -0.246 -0.628 -3.495
9 Cl 0.508 1.758 -1.057
10 H 0.520 -0.219 0.275



17.
The molecule C4HN2P, computed with ωB97M-V with the def2-TZVPD basis set.

Relative energy (zero: lowest compared OMol25 entry of this formula, charge and spin): 20.3 kJ/mol
Kohn-Sham gap: 8.64 eV
E_tot: -603.77783 Ha
E_HOMO: -0.3849 Eh
Strongest force on any atom: 3.26 eV/Å

CARTESIAN COORDINATES (ANGSTROEM)
1 N 2.750 1.087 -0.367
2 C 1.748 0.699 0.047
3 C 0.693 -0.058 0.408
4 P 0.365 -1.391 1.329
5 C -0.796 -0.151 0.326
6 C -1.547 -0.292 -0.891
7 N -2.053 -0.494 -1.888
8 H -1.160 0.602 1.036